# 1
Density functional theory data (ωB97M-V/def2-TZVPD) for a molecular structure, C31H40BaN4O.

Geometry (Å):
Ba 0.712 1.139 0.405
N -0.396 2.063 -1.710
N -0.857 -0.551 -3.187
C -1.364 -1.034 1.859
C -2.432 -0.603 1.030
C -2.632 0.782 1.254
C -3.625 1.640 0.567
H -4.432 1.035 0.127
H -3.166 2.225 -0.254
H -4.083 2.354 1.271
C -1.720 1.204 2.256
C -1.581 2.570 2.824
H -2.020 2.627 3.837
H -2.097 3.316 2.202
H -0.525 2.881 2.917
C -0.936 0.076 2.636
C 0.183 0.098 3.617
H 0.938 0.880 3.401
H 0.699 -0.871 3.648
H -0.194 0.303 4.632
C -3.204 -1.450 0.098
H -4.250 -1.115 0.026
H -3.207 -2.497 0.432
H -2.761 -1.413 -0.911
C -0.798 -2.402 1.928
H 0.142 -2.494 1.348
H -1.500 -3.144 1.514
H -0.575 -2.688 2.971
C 0.210 3.273 -1.523
H 0.319 3.628 -0.481
C 0.683 4.058 -2.580
H 1.215 4.985 -2.360
C 0.460 3.645 -3.893
H 0.820 4.216 -4.748
C -0.295 2.507 -4.099
H -0.539 2.118 -5.092
C -0.822 1.791 -3.003
C -1.605 0.610 -3.278
H -2.620 0.555 -2.899
C -0.446 -1.072 -1.952
C -0.212 -1.211 -4.250
H -0.335 -0.884 -5.259
C 0.470 -2.228 -3.718
H 1.061 -2.999 -4.188
N 0.257 -2.189 -2.325
C 0.596 -3.281 -1.447
C -0.358 -4.285 -1.219
C -0.020 -5.362 -0.392
H -0.765 -6.139 -0.223
C 1.259 -5.481 0.158
C 1.641 -6.679 0.986
H 1.730 -6.415 2.048
H 2.608 -7.088 0.672
H 0.890 -7.470 0.898
C 2.188 -4.465 -0.078
H 3.189 -4.532 0.344
C 1.882 -3.368 -0.896
C 2.922 -2.336 -1.190
H 3.020 -2.139 -2.264
H 3.883 -2.716 -0.835
H 2.754 -1.374 -0.679
C -1.699 -4.243 -1.864
H -1.632 -4.162 -2.957
H -2.339 -3.430 -1.491
H -2.215 -5.184 -1.639
C 0.922 5.606 2.368
N 2.327 5.261 2.165
C 3.409 6.199 2.486
C 2.623 4.020 1.785
O 1.744 3.159 1.472
H 0.844 6.677 2.556
H 0.513 5.050 3.226
H 0.348 5.338 1.470
H 4.009 5.841 3.334
H 4.091 6.307 1.632
H 3.006 7.181 2.736
H 3.696 3.778 1.751

Calculated values
* highest occupied orbital energy: 2.175 eV
* ΔE to the lowest compared entry with this formula, charge and spin: 1.846 eV
* charge: -2
* Kohn-Sham gap: 1.74 eV

Löwdin atomic charge list, values in e, 4 entries: Ba 0.97; N -0.12; N -0.14; C -0.31

=====

# 2
Density functional theory data (ωB97M-V/def2-TZVPD) for a molecular structure, C31H41BN5O2SScSe.

Geometry (Å):
Sc -0.866 0.637 -0.213
C 2.029 0.156 -0.677
C 2.120 -0.621 0.491
C 1.156 -1.674 0.362
C 0.508 -1.486 -0.881
C 1.057 -0.367 -1.561
C 1.119 -0.194 -3.077
C 0.127 -1.103 -3.806
C 2.538 -0.600 -3.518
C 0.861 1.251 -3.518
C 0.876 -2.923 1.204
C 2.184 -3.703 1.427
C 0.197 -2.621 2.551
C -0.069 -3.892 0.472
C 3.241 -0.317 1.490
C 4.534 -1.027 1.037
C 2.960 -0.694 2.950
C 3.554 1.192 1.506
H 2.651 1.010 -0.908
H -0.192 -2.174 -1.325
H 0.289 -2.152 -3.547
H 0.258 -0.995 -4.887
H -0.900 -0.834 -3.568
H 2.764 -1.610 -3.164
H 3.281 0.082 -3.100
H 2.624 -0.583 -4.611
H -0.186 1.500 -3.355
H 1.082 1.369 -4.584
H 1.476 1.954 -2.952
H 2.863 -3.177 2.095
H 2.691 -3.851 0.471
H 1.971 -4.683 1.868
H 0.657 -1.791 3.078
H 0.227 -3.505 3.198
H -0.852 -2.369 2.376
H 0.387 -4.281 -0.442
H -1.016 -3.412 0.229
H -0.280 -4.740 1.131
H 4.444 -2.112 1.099
H 5.380 -0.720 1.663
H 4.751 -0.766 0.000
H 2.823 -1.765 3.088
H 2.073 -0.172 3.314
H 3.808 -0.389 3.571
H 4.016 1.519 0.574
H 4.255 1.408 2.317
H 2.652 1.782 1.665
B 0.870 3.679 0.753
N 0.410 2.714 1.887
C 0.463 2.954 3.199
C 0.046 1.821 3.880
C -0.262 0.916 2.871
N -0.030 1.460 1.672
N -0.270 3.832 -0.280
C -0.893 4.950 -0.658
C -1.750 4.647 -1.703
C -1.593 3.277 -1.886
N -0.691 2.796 -1.027
H 1.087 4.753 1.256
H 1.834 3.211 0.195
H 0.783 3.909 3.577
H -0.051 1.687 4.943
H -0.665 -0.082 2.942
H -0.702 5.884 -0.157
H -2.413 5.314 -2.227
H -2.099 2.635 -2.589
O -3.223 0.096 -3.496
C -3.063 -0.088 -2.293
O -2.008 0.322 -1.663
C -4.123 -0.774 -1.480
C -5.346 -0.958 -2.130
C -6.421 -1.567 -1.517
C -6.270 -2.016 -0.207
C -5.070 -1.855 0.449
C -3.957 -1.235 -0.155
S -2.506 -1.182 0.808
H -5.412 -0.600 -3.149
H -7.359 -1.696 -2.044
H -7.097 -2.497 0.305
H -4.945 -2.205 1.466
Se -3.253 2.272 0.968
C -3.100 3.221 2.489
N -3.042 3.845 3.469

Calculated values
* highest occupied orbital energy: -1.527 eV
* ΔE to the lowest compared entry with this formula, charge and spin: 0.884 eV
* charge: -2
* Kohn-Sham gap: 6.00 eV

Löwdin atomic charge list, values in e, 4 entries: Sc 0.75; C -0.07; C -0.14; C -0.14

=====

# 3
Density functional theory data (ωB97M-V/def2-TZVPD) for a molecular structure, C31H41BN7PPd.

Geometry (Å):
Pd -0.478 1.136 0.314
C -3.385 -0.736 3.121
C -2.838 -0.779 1.836
N -2.212 0.364 1.549
N -2.332 1.151 2.642
C -3.050 0.518 3.585
B -2.192 2.699 2.495
N -0.737 3.157 2.661
C -0.316 4.180 3.425
C 0.934 4.562 2.994
C 1.199 3.713 1.919
N 0.197 2.851 1.732
N -2.633 3.079 1.051
C -3.626 3.892 0.651
C -3.627 3.949 -0.730
C -2.572 3.121 -1.112
N -1.982 2.616 -0.030
H -3.967 -1.496 3.619
H -2.945 -1.554 1.090
H -3.288 1.008 4.519
H -2.891 3.248 3.297
H -0.944 4.574 4.211
H 1.553 5.358 3.374
H 2.058 3.735 1.271
H -4.263 4.381 1.374
H -4.287 4.516 -1.366
H -2.210 2.889 -2.102
C 2.743 0.090 1.902
C 3.067 1.076 0.774
C 4.510 0.951 0.293
P 1.776 0.915 -0.517
C 2.107 2.035 -1.935
C 2.173 3.482 -1.450
C 1.002 1.837 -2.978
C 2.071 -0.746 -1.216
C 3.234 -1.052 -1.876
C 3.488 -2.333 -2.403
C 4.777 -2.646 -3.094
C 2.496 -3.330 -2.264
C 1.313 -3.062 -1.650
C 1.056 -1.758 -1.101
N -0.112 -1.452 -0.551
C -1.134 -2.325 -0.406
C -2.240 -2.272 -1.336
C -2.310 -1.193 -2.376
C -3.181 -3.251 -1.240
C -3.122 -4.251 -0.232
C -4.167 -5.305 -0.153
C -2.072 -4.223 0.724
C -1.100 -3.272 0.689
C -0.011 -3.185 1.714
H 3.406 0.266 2.751
H 2.890 -0.944 1.574
H 1.720 0.205 2.258
H 2.919 2.078 1.156
H 4.781 -0.086 0.094
H 5.173 1.312 1.081
H 4.711 1.551 -0.599
H 3.062 1.743 -2.374
H 1.253 3.766 -0.933
H 2.295 4.151 -2.303
H 3.018 3.651 -0.778
H 0.026 2.067 -2.553
H 0.980 0.816 -3.366
H 1.163 2.509 -3.821
H 3.988 -0.287 -2.017
H 5.399 -1.763 -3.223
H 4.590 -3.094 -4.073
H 5.342 -3.384 -2.517
H 2.681 -4.320 -2.668
H 0.547 -3.827 -1.573
H -1.577 -1.364 -3.170
H -2.101 -0.222 -1.941
H -3.299 -1.159 -2.828
H -4.003 -3.264 -1.948
H -5.023 -5.088 -0.788
H -4.499 -5.444 0.878
H -3.739 -6.266 -0.471
H -2.056 -4.968 1.513
H -0.290 -3.730 2.613
H 0.188 -2.146 1.980
H 0.923 -3.616 1.337

Calculated values
* highest occupied orbital energy (spin up / spin down): -13.900 / -13.862 eV
* multiplicity: 5
* ΔE to the lowest compared entry with this formula, charge and spin: 0.617 eV
* charge: +2
* Kohn-Sham gap (spin up / spin down): 8.72 / 5.01 eV

Löwdin atomic charge list, values in e, 4 entries: Pd 0.89; C -0.03; C -0.13; N -0.03

=====

no.,energy (eV)
1,-41492.9462
2,-141924.3386
3,-56674.3406